Entry 1:
{
  "formula": "C3H4N4O",
  "method": "ωB97M-V/def2-TZVPD",
  "relative_energy_kcal_mol": 143.00,
  "smiles": "c1nc[nH]ncon1",
  "elements": ["C", "C", "C", "H", "H", "H", "H", "N", "N", "N", "N", "O"],
  "xyz": [[-0.163, 1.377, 0.152], [1.761, -0.018, -0.267], [-0.704, -1.559, -0.217], [-2.337, 1.033, 0.435], [-0.332, 2.287, 0.677], [2.600, 0.394, -0.785], [-0.742, -2.532, -0.544], [-1.420, 0.693, 0.150], [1.120, 1.161, -0.162], [1.716, -1.119, 0.222], [-1.699, -0.639, -0.346], [0.198, -1.079, 0.686]]
}


Entry 2:
{
  "formula": "C51H47AsN4O2RuS2",
  "method": "ωB97M-V/def2-TZVPD",
  "total_charge": -1,
  "relative_energy_kcal_mol": 2.34,
  "spin_multiplicity": 6,
  "s_squared": 8.81,
  "elements": ["Ru", "O", "C", "C", "C", "C", "C", "C", "C", "O", "N", "N", "C", "S", "C", "C", "S", "H", "H", "H", "H", "H", "H", "H", "H", "H", "C", "C", "C", "C", "C", "C", "N", "H", "H", "H", "H", "H", "H", "H", "H", "C", "C", "C", "C", "C", "C", "As", "C", "C", "C", "C", "C", "C", "C", "C", "C", "C", "C", "C", "H", "H", "H", "H", "H", "H", "H", "H", "H", "H", "H", "H", "H", "C", "C", "C", "C", "C", "C", "C", "C", "H", "H", "H", "H", "H", "C", "N", "C", "C", "C", "C", "C", "C", "C", "C", "H", "H", "H", "H", "H", "H", "H", "H", "H", "H", "H", "H"],
  "xyz": [[2.043, -2.016, 1.035], [-0.428, 1.571, 3.675], [0.388, 2.362, 3.030], [0.162, 3.735, 2.898], [1.170, 4.569, 2.406], [2.387, 4.092, 1.939], [2.601, 2.715, 1.873], [1.652, 1.876, 2.451], [1.803, 0.420, 2.451], [2.659, -0.126, 1.692], [1.042, -0.347, 3.183], [1.316, -1.684, 2.985], [0.873, -2.620, 3.886], [-0.737, -3.255, 4.066], [-0.420, -4.016, 5.706], [1.051, -4.066, 6.105], [2.013, -2.878, 5.219], [-0.116, 0.541, 3.585], [-0.760, 4.187, 3.275], [1.105, 5.648, 2.506], [3.185, 4.794, 1.570], [3.570, 2.297, 1.478], [-0.791, -5.066, 5.627], [-1.069, -3.489, 6.424], [1.492, -5.013, 5.828], [1.211, -3.907, 7.159], [2.001, 0.693, -1.163], [0.748, -0.073, -1.048], [-0.487, 0.188, -1.664], [-1.424, -0.811, -1.270], [-0.732, -1.630, -0.352], [-1.193, -2.992, 0.117], [0.584, -1.214, -0.251], [1.901, 1.605, -0.594], [2.204, 1.026, -2.202], [2.898, 0.206, -0.703], [-0.665, 1.054, -2.308], [-2.467, -0.798, -1.563], [-1.492, -3.087, 1.216], [-0.425, -3.734, -0.157], [-2.159, -3.210, -0.400], [-1.768, 9.015, -1.076], [-1.863, 8.675, -2.417], [-2.075, 7.363, -2.834], [-2.144, 6.368, -1.888], [-2.107, 6.651, -0.510], [-1.908, 7.995, -0.128], [-2.527, 4.482, -2.467], [-3.714, 4.720, -4.027], [-3.393, 4.836, -5.392], [-4.363, 4.825, -6.391], [-5.681, 4.932, -6.050], [-6.079, 4.724, -4.754], [-5.075, 4.509, -3.729], [-5.368, 4.131, -2.333], [-6.606, 3.894, -1.735], [-6.721, 3.416, -0.429], [-5.604, 3.384, 0.363], [-4.331, 3.690, -0.162], [-4.192, 4.055, -1.483], [-1.657, 10.058, -0.775], [-1.909, 9.512, -3.119], [-2.053, 7.143, -3.921], [-2.511, 5.936, 0.245], [-1.942, 8.232, 0.975], [-2.346, 4.922, -5.733], [-4.117, 4.783, -7.442], [-6.453, 5.098, -6.837], [-7.186, 4.794, -4.489], [-7.501, 3.888, -2.326], [-7.740, 3.016, -0.110], [-5.642, 3.147, 1.451], [-3.497, 3.630, 0.492], [2.864, -3.575, 0.662], [2.876, -4.434, -0.585], [2.668, -3.640, -1.866], [3.377, -2.391, -1.926], [3.462, -1.694, -3.138], [2.844, -2.222, -4.264], [2.091, -3.409, -4.200], [2.041, -4.136, -3.015], [3.793, -2.016, -1.018], [3.922, -0.683, -3.152], [3.042, -1.845, -5.250], [1.696, -3.931, -5.052], [1.441, -5.004, -3.070], [0.867, -7.549, 0.637], [1.862, -6.446, 0.724], [1.884, -5.614, -0.455], [1.928, -5.823, 2.071], [3.251, -5.201, 2.429], [4.100, -5.845, 3.343], [5.336, -5.336, 3.537], [5.775, -4.228, 2.755], [5.004, -3.510, 1.905], [3.709, -4.101, 1.721], [1.101, -8.109, -0.270], [-0.157, -7.193, 0.699], [1.022, -8.208, 1.522], [2.053, -6.386, -1.228], [3.907, -4.852, -0.770], [0.864, -5.210, -0.727], [1.705, -6.700, 2.733], [1.137, -5.068, 2.123], [3.808, -6.761, 3.864], [6.010, -5.814, 4.278], [6.745, -3.821, 2.948], [5.355, -2.618, 1.355]]
}


Entry 3:
{
  "formula": "C6H11IN",
  "method": "ωB97M-V/def2-TZVPD",
  "total_charge": 1,
  "relative_energy_kcal_mol": 55.77,
  "smiles": "CC1(C)[NH2+][C@H]2C[C@]21I",
  "elements": ["C", "C", "C", "C", "C", "C", "N", "I", "H", "H", "H", "H", "H", "H", "H", "H", "H", "H", "H"],
  "xyz": [[0.743, -1.688, -0.805], [1.037, -0.357, -1.352], [-0.490, -0.930, -0.678], [-0.284, 0.315, 0.349], [-0.080, -0.172, 1.710], [-1.235, 1.512, 0.298], [1.048, 0.732, -0.303], [-2.240, -1.342, -1.722], [0.570, -2.531, -1.571], [1.381, -2.118, -0.019], [1.203, -0.223, -2.439], [0.793, -0.696, 1.779], [-0.951, -0.874, 1.739], [-0.074, 0.557, 2.508], [-0.787, 2.423, 0.208], [-1.857, 1.601, 1.234], [-1.750, 1.358, -0.628], [1.794, 0.709, 0.401], [1.179, 1.722, -0.709]]
}